C2H4N4O | ωB97M-V with the def2-TZVPD basis set

Structure (XYZ):
```
11
Properties=species:S:1:pos:R:3:forces:R:3
N -1.076771 -2.072762 0.782968 0.0 0.2 0.0
C -0.176765 -1.085669 0.849697 0.5 0.5 0.1
N -0.666835 -0.186225 -1.422287 0.5 0.5 0.2
N 0.023173 0.781034 -1.185216 -0.4 -0.4 -0.2
C 0.471473 1.406493 0.117798 0.1 -0.1 0.0
O 1.726699 1.784376 -0.153944 -0.1 0.0 0.2
N 0.673107 -0.307473 1.053713 -0.7 -0.6 -0.2
H -1.460376 -2.144245 -0.153159 0.0 0.0 0.1
H -1.781101 -2.045274 1.510026 0.1 0.0 0.0
H 0.287252 1.458999 -1.936023 0.0 -0.1 0.1
H 1.980146 2.410748 0.536426 0.0 -0.1 -0.1
```
Positions in Å, forces in eV/Å.

Results
- Net charge: 0

---

HOS3 | ωB97M-V with the def2-TZVPD basis set

Structure (XYZ):
```
5
Properties=species:S:1:pos:R:3:forces:R:3
O -1.125534 -0.661923 -0.796127 -0.8 0.2 -0.4
S -0.078701 -0.000945 -0.041754 2.3 -1.3 -0.6
S 0.361062 -1.087168 1.617294 0.2 0.7 -1.1
S -0.273194 1.889578 0.372355 0.1 0.0 -0.3
H 1.116368 -0.139541 -1.151769 -1.8 0.4 2.4
```
Positions in Å, forces in eV/Å.

Results
- Net charge: -1
- SMILES: O=[S@H](=S)[S-]

---

C13H20O2 | ωB97M-V with the def2-TZVPD basis set

Structure (XYZ):
```
35
Properties=species:S:1:pos:R:3:forces:R:3
C 0.477108 2.616519 -0.685757 -2.2 -0.6 -0.6
C 0.385196 1.172626 -1.221069 -0.2 -0.2 0.5
C 0.277994 0.113602 -0.364741 0.8 1.2 -0.5
C 0.136517 0.400852 1.059251 0.3 -0.8 -2.7
C -0.043620 0.640123 2.205263 -0.3 0.4 2.2
C -0.297844 0.922510 3.635119 -1.9 -1.5 -0.7
C -1.670593 1.560419 3.835869 -0.7 0.9 -0.1
O -0.288962 -0.282843 4.421383 0.4 -0.1 0.0
C 0.471299 -1.344151 -0.797699 0.2 0.1 -0.6
C 1.791327 -1.901267 -0.219149 0.0 0.1 0.9
C -0.683337 -2.159010 -0.239530 -0.6 -0.5 -0.3
C 0.596562 -1.502811 -2.358614 -0.8 0.2 -0.2
C -0.059284 -0.421336 -3.217842 -0.7 1.4 2.3
O -1.494558 -0.420413 -3.052372 0.3 -0.2 0.2
C 0.453047 0.974085 -2.733654 0.3 -0.5 -0.1
H -0.117386 2.730183 0.229297 0.3 -0.3 0.0
H -0.013415 3.325045 -1.382884 0.6 -0.3 0.1
H 1.475574 2.906183 -0.461754 0.9 0.3 0.0
H 0.473849 1.551776 3.995250 0.8 0.5 0.6
H -2.512650 0.949608 3.444690 0.7 0.0 0.3
H -1.783383 2.521861 3.302039 0.3 -0.3 0.3
H -1.824054 1.735864 4.914070 0.0 -0.1 -0.4
H -1.024188 -0.867751 4.164821 0.4 0.6 -0.1
H 1.950407 -2.972379 -0.487770 -0.2 0.8 0.2
H 1.797986 -1.780632 0.887946 -0.1 -0.4 -0.6
H 2.649534 -1.316686 -0.557763 -0.1 -0.1 -0.2
H -0.580177 -3.184301 -0.579865 -0.1 -0.3 -0.2
H -0.628899 -2.239553 0.843148 -0.1 0.4 0.2
H -1.685665 -1.797047 -0.563519 0.7 -0.2 0.3
H 0.183270 -2.470686 -2.660609 0.0 0.0 0.2
H 1.623533 -1.520459 -2.677111 0.7 0.0 0.2
H 0.177287 -0.536636 -4.263287 -0.2 -0.2 -0.4
H -1.662614 -0.217288 -2.108102 0.1 -0.1 -0.8
H 1.501131 1.021114 -3.023997 0.3 0.2 -0.1
H -0.050994 1.792881 -3.281059 0.0 -0.4 0.4
```
Positions in Å, forces in eV/Å.

Results
- Net charge: 0
- SMILES: CC1=C(C#C[C@@H](C)O)C(C)(C)C[C@@H](O)C1

---

C35H42BaN6O2P2S5 | ωB97M-V with the def2-TZVPD basis set

Structure (XYZ):
```
93
Properties=species:S:1:pos:R:3:forces:R:3
Ba 0.092941 1.950936 -0.908079 0.2 -1.1 0.5
C 4.101782 1.231678 0.601302 -1.9 -0.8 -0.1
C 3.413528 2.451491 1.152071 -0.3 0.0 -0.3
N 2.124915 2.732438 1.088196 0.9 -0.4 0.0
C 1.824264 3.905606 1.764122 1.8 -1.3 -0.4
C 2.929768 4.489039 2.284460 -0.5 1.5 0.6
S 4.340281 3.637178 1.996051 0.1 -0.6 -0.4
C 0.460593 4.243514 1.989160 -1.0 1.0 0.8
C 0.017766 5.233123 2.818751 -0.1 0.2 0.7
S -1.683553 5.163316 2.902326 -0.3 0.6 0.6
C -1.727579 3.839227 1.859243 0.4 0.0 -0.8
N -0.534284 3.497223 1.450226 -0.3 -0.9 -0.6
C -2.980678 3.247774 1.292026 -0.8 2.4 1.9
H 3.481812 0.671785 -0.124609 0.0 0.6 0.2
H 4.244683 0.481796 1.365177 0.3 0.0 0.6
H 5.015984 1.438801 0.115626 1.1 0.4 -0.3
H 2.964166 5.436493 2.802976 0.0 -0.1 0.1
H 0.555765 5.882456 3.514597 -0.1 -0.3 -0.6
H -3.821204 3.520876 2.026258 0.9 -0.6 -1.3
H -2.835203 2.210614 1.256406 -0.1 -1.5 -0.3
H -3.131718 3.696101 0.308718 -0.2 -0.3 0.0
C -2.548552 0.059223 3.075704 -0.6 1.7 -0.2
P -1.566578 -0.270007 1.566926 0.7 -0.8 0.4
C -2.519758 -1.749075 1.023178 -0.5 -1.1 1.0
N -3.092969 -2.537679 1.954811 1.0 1.2 -1.1
C -3.548354 -3.752836 1.571340 0.7 -0.2 -0.8
C -3.989971 -4.680960 2.534859 -0.4 0.1 0.0
C -4.366725 -5.920613 2.115958 -0.7 0.2 0.8
C -4.425833 -6.225661 0.759562 0.1 -1.4 -0.7
C -3.860513 -5.445956 -0.185686 0.2 0.1 -0.9
C -3.406432 -4.173560 0.207626 0.2 1.2 0.2
N -2.954486 -3.279603 -0.717897 -0.2 -1.3 -0.5
C -2.524634 -2.110771 -0.361425 -0.5 0.2 0.8
P -2.233143 -0.841504 -1.646881 0.6 0.1 -0.4
C -1.910185 -1.931885 -3.105706 0.5 0.5 0.0
C -3.980681 -0.220129 -1.827866 -0.7 0.1 -0.5
C -5.110623 -1.282815 -2.064345 0.3 0.8 1.3
C -3.959259 0.713467 -3.056514 -1.3 0.5 0.3
C -4.296730 0.651509 -0.602633 -0.3 -1.0 -0.2
C 0.068515 -1.178084 2.138419 -0.5 -0.3 -1.0
C 0.685153 -1.964030 0.956300 -0.3 -0.2 0.2
C 1.006110 -0.109516 2.627810 0.6 -0.8 1.1
C -0.117253 -2.216025 3.245080 -0.8 0.9 0.1
H -2.539232 -0.611906 3.904376 0.1 -0.9 0.2
H -3.601306 0.158609 2.705535 0.8 -0.1 0.4
H -2.273084 1.050588 3.488011 -0.1 -0.3 -0.3
H -4.116055 -4.385326 3.568896 0.4 0.1 0.0
H -4.690899 -6.643364 2.851838 -0.1 -0.1 0.0
H -4.863882 -7.143331 0.384546 0.1 -0.2 0.5
H -3.767487 -5.844492 -1.217313 -0.1 0.8 0.7
H -2.746892 -2.579861 -3.325899 0.0 -0.4 0.1
H -0.974784 -2.503883 -2.876803 -0.9 0.4 -0.3
H -1.750816 -1.294797 -3.995754 0.2 -0.2 0.5
H -4.811370 -1.932208 -2.898633 -0.7 0.3 0.1
H -6.072045 -0.692104 -2.156760 1.0 -0.9 -0.5
H -5.258717 -1.905190 -1.159420 0.2 0.1 -0.5
H -3.522490 0.268729 -3.922517 0.6 -0.3 -0.6
H -3.489004 1.663880 -2.804635 0.2 -0.1 -0.2
H -5.003309 0.946241 -3.382275 0.6 -0.1 0.5
H -4.183553 0.112768 0.328009 -0.1 -0.3 0.3
H -5.317399 0.981134 -0.668001 -0.7 0.2 0.0
H -3.695815 1.521801 -0.523106 0.7 0.7 -0.3
H 1.042086 -1.521551 0.036948 -0.3 1.0 -0.2
H 0.035237 -2.771549 0.671772 -0.6 -0.4 -0.3
H 1.540918 -2.493085 1.321784 0.8 -0.2 0.5
H 1.426740 0.516688 1.887287 0.4 0.5 -1.0
H 1.820491 -0.558950 3.231796 -0.1 0.0 -0.5
H 0.524527 0.534490 3.322708 -0.7 0.8 0.7
H -0.929596 -2.911786 3.040648 -0.1 0.1 0.2
H -0.232593 -1.709080 4.208571 -0.3 -0.2 0.0
H 0.785748 -2.775720 3.291407 0.9 -0.6 0.2
O -0.247392 3.076657 -3.226377 -0.1 0.2 0.1
C -1.320324 3.544138 -2.806491 -0.7 0.4 0.1
O -1.922986 3.162327 -1.740148 0.0 0.5 -0.7
H -1.798320 4.376860 -3.374777 0.1 -0.3 0.1
S 5.660160 3.587907 -1.716487 -0.1 0.0 -0.1
C 4.723776 2.333806 -2.261530 0.2 -1.0 -0.4
S 2.999019 2.384771 -2.406758 -0.6 1.3 -0.1
C 2.834455 0.682819 -2.636462 1.2 -1.1 -0.9
N 4.008056 0.121160 -2.769556 0.6 0.5 0.1
N 5.065759 1.055942 -2.633595 -0.7 0.1 0.9
C 6.355986 0.469957 -2.360271 -1.4 -0.5 0.1
C 6.378827 -0.720606 -1.636333 -1.4 0.4 0.2
C 7.595783 -1.294122 -1.401364 0.3 -0.4 -0.7
C 8.739681 -0.717637 -1.915076 1.9 0.7 0.8
C 8.732731 0.530808 -2.502920 -1.2 -0.2 -0.8
C 7.482970 1.079795 -2.810086 0.7 0.8 0.1
S 1.386870 -0.206222 -2.806269 -0.3 0.2 0.3
H 5.392688 -1.105459 -1.299305 1.1 0.0 -0.2
H 7.702003 -2.244503 -0.946033 -0.2 -0.7 0.6
H 9.743193 -1.118446 -1.706359 -0.7 -0.3 -0.1
H 9.642399 1.002499 -2.825861 0.2 0.1 0.0
H 7.308127 2.025876 -3.294556 0.5 0.1 -0.3
```
Positions in Å, forces in eV/Å.

Results
- Net charge: 0

---

C21H35Cl3F6N4O6P2S4Sn | ωB97M-V with the def2-TZVPD basis set

Structure (XYZ):
```
82
Properties=species:S:1:pos:R:3:forces:R:3
Sn -0.933267 0.447560 -0.299834 0.5 -0.2 0.0
Cl 7.152419 0.557859 0.175292 0.0 -0.1 0.0
C 5.767083 0.416356 1.261646 -0.1 0.1 -0.1
Cl 6.299787 0.056456 2.910789 0.0 -0.1 0.0
Cl 4.810214 1.894242 1.236663 -0.1 0.1 0.1
C 4.897700 -0.669840 0.800986 0.1 -0.2 0.0
N 4.215740 -1.526235 0.458063 0.0 0.1 0.0
F -1.953814 5.743912 1.982606 0.2 0.0 0.0
C -2.157047 4.909300 0.992868 -0.2 -0.3 0.3
F -3.321023 4.274626 1.228788 -0.1 0.1 0.0
F -2.270259 5.492684 -0.164019 0.0 0.1 -0.1
S -0.889585 3.469185 0.991450 0.0 0.1 -0.1
O -1.627333 2.516105 1.787408 0.0 -0.3 0.0
O 0.414498 3.759462 1.793678 0.0 0.2 0.2
N -0.507243 3.056857 -0.404910 -0.1 -0.3 -0.2
S 0.809365 6.343434 -0.854383 -0.1 0.3 -0.1
O 0.121669 5.987313 0.429591 0.2 0.2 -0.1
O -0.008892 7.199129 -1.743653 0.0 -0.1 0.0
C 2.038190 7.617022 -0.208614 0.0 -0.2 0.0
F 1.478171 8.777890 0.126291 0.0 0.0 0.0
F 2.964976 7.861437 -1.161767 0.0 0.0 0.0
F 2.698628 7.147302 0.869887 0.0 0.1 0.0
N -2.098371 -0.293817 2.641907 0.0 0.1 0.0
C -0.740595 -0.313994 2.881678 0.1 0.1 -0.3
C -0.238677 -0.715003 4.121246 -0.1 0.0 0.1
C 1.118738 -0.751187 4.318428 0.0 0.0 0.1
C 1.964485 -0.394627 3.277271 0.2 0.0 -0.1
C 1.411926 -0.030018 2.073617 -0.3 0.0 -0.2
N 0.079246 0.004630 1.859624 -0.1 -0.1 0.3
H -2.663535 -0.432858 3.464981 0.0 0.0 0.0
H -2.407184 0.521414 2.127080 0.0 0.1 0.0
H -0.930665 -0.961767 4.915554 0.0 0.0 0.0
H 1.519764 -1.043862 5.280524 0.0 0.0 0.0
H 3.038411 -0.399037 3.399083 0.0 0.0 0.0
H 2.024996 0.240585 1.222774 0.0 0.1 0.0
C -0.848159 -4.715979 0.837113 0.0 0.0 -0.1
C -0.745921 -3.193440 0.884490 0.0 0.0 0.1
P -0.208604 -2.352105 -0.656605 0.0 0.0 0.1
C -1.277658 -3.054533 -1.972235 -0.1 0.0 0.0
C -2.767260 -2.819960 -1.705561 0.1 0.0 0.0
C 1.424155 -3.114981 -0.985029 0.0 0.0 -0.1
C 2.131449 -2.568419 -2.225642 0.0 0.0 0.0
H -1.201048 -5.105758 1.792418 0.0 0.0 0.0
H 0.119909 -5.173704 0.632096 0.0 0.0 0.0
H -1.546199 -5.049368 0.066600 0.0 0.0 0.0
H -0.026785 -2.882115 1.649714 0.0 0.0 0.0
H -1.696570 -2.741826 1.181891 0.0 0.0 0.0
H -1.060218 -4.118854 -2.095130 0.0 0.0 0.1
H -0.982979 -2.568627 -2.906503 0.0 0.0 0.0
H -3.093161 -3.308195 -0.785113 0.0 0.0 0.0
H -3.373642 -3.216577 -2.519973 0.0 0.0 0.0
H -2.989198 -1.755563 -1.613502 0.0 0.0 0.0
H 1.274842 -4.193752 -1.084810 0.0 0.0 0.0
H 2.039346 -2.951449 -0.099635 0.0 0.1 0.0
H 1.566772 -2.781582 -3.136466 0.0 0.0 0.0
H 3.113311 -3.031442 -2.327276 0.0 0.0 0.0
H 2.277263 -1.491168 -2.159792 0.0 0.0 0.0
C 4.785781 2.553441 -2.279266 0.1 0.0 0.0
C 3.479290 3.276221 -2.539417 0.0 -0.1 0.0
C 3.673893 4.685305 -3.054614 0.0 0.0 0.0
O 2.772155 3.336038 -1.283648 -0.1 -0.1 0.2
P 1.166087 3.028867 -1.030353 -0.1 -0.2 -0.2
S 1.861537 3.739328 0.873244 0.1 0.0 0.0
S 1.326017 0.930313 -1.175114 -0.1 -0.1 0.1
O 0.780385 3.549907 -2.478966 0.0 0.4 0.1
C -0.353893 3.565866 -3.385809 0.0 -0.2 0.1
C -0.760366 2.147067 -3.730774 0.0 0.0 -0.1
C -1.521795 4.430062 -2.965973 0.1 0.1 -0.1
H 5.359118 2.480136 -3.205973 0.0 0.0 0.0
H 4.601059 1.544874 -1.904670 0.0 0.0 0.0
H 5.384465 3.101597 -1.547832 0.0 0.0 0.0
H 2.873214 2.690620 -3.234658 0.0 0.0 0.0
H 4.242018 5.270389 -2.327691 0.0 0.0 0.0
H 2.714693 5.178469 -3.205145 0.0 0.0 0.0
H 4.226255 4.667643 -3.996908 0.0 0.0 0.0
H 0.095511 4.034014 -4.262112 0.0 -0.1 -0.1
H -1.233646 1.658211 -2.876383 -0.1 0.0 0.0
H 0.100286 1.549789 -4.034608 0.0 0.0 0.0
H -1.484139 2.171463 -4.546944 0.0 0.0 0.0
H -2.110556 3.975422 -2.175003 0.0 0.0 0.1
H -2.162324 4.547321 -3.844313 0.0 0.0 0.0
H -1.176576 5.419461 -2.668201 -0.1 0.0 0.1
```
Positions in Å, forces in eV/Å.

Results
- Net charge: 0

---

C3H5N3 | ωB97M-V with the def2-TZVPD basis set

Structure (XYZ):
```
11
Properties=species:S:1:pos:R:3:forces:R:3
C -1.583660 -0.041932 0.013040 0.0 0.0 0.0
C -0.090789 -0.032472 0.083078 0.1 0.0 0.0
C 0.814790 1.012493 -0.062998 0.0 0.0 0.0
N 2.064442 0.545645 0.009303 -0.2 -0.1 0.0
N 1.995013 -0.730703 0.307288 0.2 0.2 0.0
N 0.626693 -1.135953 0.352814 -0.3 0.2 0.0
H -1.961454 0.941010 -0.280104 0.1 -0.1 0.0
H -1.933840 -0.778621 -0.716471 0.1 0.1 0.1
H -2.015021 -0.303876 0.983907 0.1 0.0 -0.1
H 0.618074 2.065250 -0.223717 0.0 -0.2 0.0
H 1.465757 -1.540836 -0.466140 0.0 -0.1 -0.2
```
Positions in Å, forces in eV/Å.

Results
- Net charge: 0

---

Sequential molar mass output: 100.08, 113.21, 208.30, 938.37, 968.81, 83.09 Da
Sequential energy relative to the best compared isomer or geometry (same formula, charge and spin) output: 139.73, 15.40, 38.01, 0.00, 80.54, 71.19 kcal per mole
Sequential Kohn-Sham gap output: 8.37, 7.47, 9.28, 6.59, 6.79, 11.21 eV